[1]
The following is a quantum chemistry calculation of C34H52F6N9O6PS2Si4W as an isolated structure at a distorted geometry, from the OMol25 dataset.

The geometry in XYZ format:
```
115
Properties=species:S:1:pos:R:3:forces:R:3:mulliken_charge:R:1
W 0.591998 0.242761 -0.706422 1.693 1.349 -1.462 1.3628
N 0.711734 2.826072 1.462305 0.020 0.143 -0.084 0.3473
P -0.619096 2.496110 0.478684 -0.508 -0.276 -0.100 0.7639
C -1.894257 3.063097 1.698178 0.026 0.055 -0.058 1.3120
C -2.834332 2.294100 2.359428 -0.049 0.033 -0.060 0.6092
C -3.681517 2.853759 3.308724 0.010 0.020 -0.036 -0.9452
C -3.585242 4.197534 3.621458 0.001 0.012 0.015 -0.7868
C -2.645654 4.984012 2.965578 0.000 0.040 -0.018 -0.8377
C -1.819225 4.433041 2.002153 -0.033 -0.062 0.048 -1.1410
C -0.856594 3.849457 -0.692001 0.118 0.010 0.025 1.0839
C -2.122078 3.980759 -1.260398 -0.057 0.008 -0.017 -0.5232
C -2.434419 5.118420 -1.980570 0.012 -0.012 -0.031 -0.8264
C -1.488565 6.127044 -2.131609 -0.001 0.005 -0.034 -0.7872
C -0.230110 5.994108 -1.567343 0.034 -0.006 -0.016 -0.8302
C 0.088132 4.852098 -0.841475 0.018 0.060 -0.059 -0.3956
C 1.981382 2.333622 1.359494 -0.081 -0.113 0.196 0.1342
C 3.020151 3.077392 1.930945 0.047 0.009 0.065 -0.9539
C 4.316348 2.683161 1.739457 0.055 0.093 0.030 -0.8695
C 4.552965 1.563628 0.943956 0.043 -0.068 0.002 -1.2798
C 3.478999 0.868349 0.464465 0.113 -0.110 0.000 -1.7440
N 2.187253 1.170524 0.719784 -0.363 -0.051 0.160 0.8362
H 0.613380 3.644416 2.044662 0.040 0.073 0.131 0.4070
H -2.925861 1.250335 2.140260 0.095 0.431 0.100 -0.5212
H -4.417178 2.229948 3.801537 0.010 0.012 -0.010 0.4979
H -4.241507 4.636617 4.362087 0.025 -0.012 -0.026 0.4225
H -2.568824 6.041369 3.185011 -0.008 -0.032 0.005 0.4799
H -1.138161 5.090339 1.476695 0.011 -0.006 -0.024 0.3746
H -2.875604 3.210602 -1.124952 0.038 0.015 -0.002 0.3632
H -3.416166 5.223113 -2.424668 0.039 -0.005 0.016 0.4556
H -1.736705 7.018088 -2.694596 0.010 -0.036 0.027 0.4157
H 0.505505 6.780736 -1.683246 -0.029 -0.036 0.002 0.5132
H 1.060483 4.761079 -0.378786 0.009 -0.007 0.004 0.4162
H 2.779336 3.981403 2.476000 0.008 -0.035 -0.022 0.6077
H 5.133146 3.262327 2.150668 -0.018 -0.024 0.001 0.4785
H 5.552804 1.254998 0.671776 -0.031 0.013 0.010 0.5961
H 3.641299 0.064040 -0.213819 0.022 -0.229 -0.090 1.4217
F -1.797404 1.204648 -5.238105 -0.020 -0.071 -0.065 -0.2096
C -0.470569 1.316619 -5.231757 0.052 0.029 0.071 0.3999
F 0.078102 0.112699 -5.160408 -0.089 0.048 -0.036 -0.1607
F -0.065564 1.935788 -6.323281 -0.026 -0.083 -0.027 -0.2024
S -0.022497 2.345888 -3.769719 0.171 0.027 0.091 1.1932
O -0.594341 1.657142 -2.601940 -0.034 0.168 -0.099 -0.0686
O -0.515022 3.649177 -4.058919 -0.019 -0.052 0.117 -0.5622
N 1.570014 2.245398 -3.882549 -0.164 0.043 0.130 -0.6969
S 2.485074 2.153703 -2.645886 -0.448 -0.067 0.053 1.3696
O 3.522140 1.173228 -2.680682 -0.065 -0.003 -0.024 -0.7390
O 1.632599 2.160205 -1.403866 0.504 -0.301 -0.076 -1.0463
C 3.437615 3.774860 -2.566705 -0.215 -0.067 0.031 0.5826
F 3.052406 4.481706 -1.503281 0.052 0.016 -0.015 -0.1651
F 3.219871 4.462677 -3.664186 0.014 0.099 0.002 -0.1972
F 4.718841 3.487664 -2.448966 0.097 0.082 0.024 -0.2055
N 3.713683 -2.052411 1.082579 -0.123 0.395 0.536 -0.1577
N 4.197027 -2.086199 -0.205713 -0.111 0.222 -0.269 -0.3807
C 3.401460 -1.965604 -1.296877 0.203 -0.309 -0.430 -0.5275
N 3.985800 -2.337464 -2.431237 0.596 0.062 0.568 -0.2262
N 2.133391 -1.534828 -1.231370 0.059 0.116 0.351 -0.0487
N 1.415611 -1.526638 -2.525025 -0.397 -0.283 -0.011 0.8449
O 1.102207 -0.134521 -2.528112 -0.143 0.074 0.210 -0.2002
O 1.930702 -1.941984 -3.596056 -0.796 0.168 -0.021 -1.0184
H 4.244587 -1.380947 1.624273 -0.033 0.114 0.057 0.3579
H 3.827488 -2.964799 1.495487 -0.010 -0.019 0.185 0.2285
H 5.119642 -2.453448 -0.366918 0.149 -0.030 -0.087 0.1971
H 4.944019 -2.637176 -2.431451 0.056 -0.066 0.056 0.2251
H 3.484030 -2.152390 -3.290954 -0.099 0.027 -0.298 0.2370
C -1.750517 -2.113935 -3.831649 0.138 0.328 -0.259 -1.1977
C -2.399552 -1.071227 -3.059484 0.298 0.392 -0.455 -0.2297
C -1.892211 -0.697943 -1.883376 0.286 0.156 -0.218 -0.4568
N -0.710019 -1.245807 -1.362151 0.128 -0.341 0.559 0.3727
C 0.006336 -2.230279 -2.145303 0.203 0.242 -0.124 1.3790
C -0.639206 -2.704289 -3.383029 -0.037 0.231 -0.136 -0.7584
H -2.203556 -2.440849 -4.760484 0.012 0.019 0.053 0.3625
H -3.310928 -0.608206 -3.409390 0.004 -0.037 -0.022 0.3641
H -2.363114 0.053967 -1.268359 0.003 0.049 0.053 -0.3839
H 0.380038 -3.025246 -1.506878 0.075 -0.015 -0.056 -1.5869
H -0.146440 -3.506275 -3.913685 -0.015 0.023 0.000 0.6304
C -0.935707 -5.133680 -0.669638 0.121 -0.138 -0.056 -1.0919
Si -2.024919 -3.783243 0.003377 0.183 0.210 0.069 0.9046
C -3.156740 -3.167501 -1.318386 -0.365 -0.327 0.180 -1.2386
C -3.090503 -4.377202 1.399115 -0.084 -0.035 0.104 -1.2730
Si -0.104222 -1.670495 0.941911 -0.924 -0.812 0.079 -0.1334
Si 1.082390 -3.464767 2.042528 0.248 0.174 -0.050 1.7406
C 2.220932 -4.461058 0.930617 -0.019 -0.233 -0.155 -1.6211
C 0.019368 -4.733298 2.893262 -0.217 -0.094 -0.014 -1.1671
C 1.882196 -2.593911 3.514778 0.105 0.109 -0.035 -1.5269
Si -1.748685 -0.997983 2.541254 0.311 0.351 -0.006 1.2853
C -2.295850 -2.035164 3.992322 0.115 -0.230 0.000 -1.2937
C -0.745010 0.350360 3.389325 0.026 0.038 0.117 -0.8039
C -3.300936 -0.614213 1.565483 -0.244 -0.342 -0.191 -1.0589
H -1.610264 -5.753587 -1.275426 0.056 -0.001 0.041 0.6069
H -0.513200 -5.766506 0.109377 -0.019 0.002 -0.029 0.3658
H -0.129465 -4.807138 -1.327142 -0.106 -0.143 0.066 0.1947
H -2.691439 -3.177213 -2.303310 -0.364 -0.328 0.586 0.3498
H -3.590631 -2.184534 -1.145510 -0.126 -0.308 0.113 0.3443
H -3.976791 -3.896945 -1.312977 0.004 -0.035 0.046 0.7058
H -3.385263 -5.392148 1.096721 -0.020 0.081 0.044 0.5154
H -3.999273 -3.774736 1.459617 0.037 -0.059 0.033 0.4307
H -2.642392 -4.447841 2.380916 0.082 -0.020 0.108 0.3348
H 1.770624 -5.437564 0.740912 0.002 0.030 0.005 0.5327
H 3.180357 -4.664168 1.421370 -0.130 -0.125 -0.032 0.7437
H 2.416834 -3.997199 -0.036554 -0.013 -0.060 0.073 0.2049
H -0.486656 -5.448470 2.249815 -0.010 -0.019 -0.001 0.3458
H -0.697891 -4.316291 3.596019 -0.017 -0.015 0.000 0.2745
H 0.756086 -5.292854 3.485008 -0.059 -0.015 -0.021 0.4355
H 2.828869 -3.080935 3.776868 -0.040 0.054 -0.021 0.5840
H 1.227136 -2.709137 4.383128 0.010 0.023 -0.063 0.3972
H 2.065582 -1.527632 3.376480 0.097 -0.035 -0.044 0.2317
H -1.512573 -2.609024 4.487712 -0.010 0.063 -0.019 0.3168
H -3.137359 -2.689420 3.781741 -0.027 -0.076 -0.017 0.4177
H -2.629726 -1.279633 4.712841 -0.054 -0.071 -0.003 0.4920
H 0.069945 -0.175163 3.904560 -0.059 0.033 -0.014 0.3740
H -1.315467 0.889344 4.151895 0.028 -0.053 -0.063 0.5391
H -0.287647 1.085415 2.729428 -0.022 -0.093 0.094 -0.1516
H -3.659239 -1.566331 1.165791 -0.009 0.005 -0.001 0.0492
H -4.105919 -0.215772 2.189038 0.003 -0.079 -0.045 0.7335
H -3.152119 0.056228 0.717691 -0.061 -0.078 0.014 0.1337
```
Positions in Å, forces in eV/Å.

As for the spin multiplicity: 3. As for the HOMO-LUMO gap (spin up / spin down): 0.2032 / 0.2192 hartree. Its total charge is +2. The calculation puts the calculated total energy at -142378.1936 eV.

[2]
The following is a quantum chemistry calculation of C28H29BBaN6Si as an isolated structure at a distorted geometry, from the OMol25 dataset.

The geometry in XYZ format:
```
66
Properties=species:S:1:pos:R:3:forces:R:3:mulliken_charge:R:1
H 0.925190 -1.695116 -2.362836 0.154 0.168 0.143 0.5712
N 2.412990 -0.549044 -1.351489 0.486 -0.183 -1.256 0.2375
B 4.533786 0.728479 -0.752641 -0.871 -0.035 -0.124 0.1631
N 3.645368 -0.066497 -1.756316 -0.958 -0.463 0.496 -0.2205
C 3.897371 -0.438319 -3.024791 -0.795 -0.360 0.140 -0.1067
Ba 1.489121 -0.373559 1.245876 1.304 3.855 -8.111 1.8004
H 4.825260 -0.159229 -3.502618 -0.122 -0.037 -0.004 0.4430
C 2.804299 -1.179027 -3.480916 0.309 0.325 0.291 -1.1580
H 2.683942 -1.626134 -4.447641 -0.004 -0.044 -0.168 0.3988
C 1.897432 -1.215113 -2.403669 1.251 0.602 0.226 -0.5356
H 5.578189 1.003260 -1.260324 0.169 0.006 0.019 -0.1377
C 0.287617 -0.198083 3.164314 -3.377 -2.360 3.284 -1.4771
H -0.585502 -0.523092 3.718609 -0.054 0.174 0.470 0.2949
H 0.063353 0.823668 2.787324 -0.038 -0.618 -0.299 0.3533
H 1.170831 -0.212692 3.825784 -0.103 -0.109 -0.254 0.4644
N 4.758614 -0.159572 0.508952 -1.377 -1.011 1.891 0.1165
N 3.790926 2.021200 -0.311189 -1.079 -0.001 0.776 -0.1268
N 3.663475 -0.567880 1.335856 7.897 -1.012 0.082 -0.4767
N 2.562948 1.941072 0.328000 0.719 1.426 -0.461 0.1363
C 5.889304 -0.691404 0.985292 -0.907 0.071 0.085 -0.1046
C 4.179855 3.305377 -0.415403 -0.847 -0.055 0.410 -0.1134
H 6.817829 -0.472580 0.482912 0.075 -0.113 0.097 0.4572
H 5.125754 3.551661 -0.874815 -0.119 0.042 0.031 0.4417
C 5.600404 -1.466022 2.109153 -0.045 -0.028 0.034 -1.0540
C 3.184026 4.105300 0.149543 0.165 -0.419 -0.178 -1.2339
C 4.219859 -1.380044 2.306443 0.208 1.328 -1.785 -0.1666
C 2.187110 3.212935 0.590112 1.320 -0.651 -0.573 -0.3238
H 6.313406 -2.014365 2.694941 0.040 -0.073 0.094 0.3912
H 3.183664 5.173507 0.227729 0.001 0.200 -0.015 0.3978
H 3.597386 -1.845599 3.070184 0.169 0.158 -0.203 0.4202
H 1.245210 3.443934 1.077102 0.172 -0.171 -0.073 0.4967
H 0.325548 -1.527385 2.054706 -4.027 -0.285 4.534 -0.0489
C -2.642929 -2.808634 -3.897436 0.034 0.091 0.221 -0.4674
C -1.918504 -1.609864 -3.927584 -0.052 0.068 0.242 -0.5153
C -1.746945 -0.861566 -2.758987 -0.343 -0.557 0.007 -0.7834
C -2.302216 -1.306145 -1.536091 -0.407 -0.327 -0.682 0.6491
C -3.060797 -2.494193 -1.525781 0.317 0.088 -0.526 -0.2725
C -3.214301 -3.245499 -2.697656 0.096 0.182 0.045 -0.5865
Si -1.993868 -0.311450 -0.008109 1.669 -0.535 0.500 -0.3026
C -2.593930 1.416284 -0.285007 -0.094 0.804 -0.262 -0.1640
C -1.677737 2.491121 -0.271849 -0.802 0.085 0.041 -0.0059
C -2.137965 3.804291 -0.416864 -0.120 -0.050 -0.078 -0.3050
C -3.501780 4.058680 -0.617491 0.203 -0.270 0.069 -0.4954
C -4.407800 2.994426 -0.683511 0.185 -0.216 0.032 -0.6035
C -3.958856 1.675890 -0.525871 0.346 0.642 0.033 0.0117
C -2.807691 -1.069978 1.471913 -0.746 -0.294 0.421 0.8880
C -3.695250 -0.329010 2.276356 0.148 -0.591 0.137 -0.5609
C -4.282040 -0.913456 3.405511 0.169 -0.115 0.008 -0.5718
C -3.972289 -2.230369 3.761225 -0.014 0.260 -0.084 -0.5148
C -3.081777 -2.971178 2.975759 0.096 0.132 -0.363 -0.6345
C -2.512949 -2.403757 1.831952 -0.543 0.265 0.507 -0.3627
H -2.763749 -3.397394 -4.808724 0.028 0.173 0.267 0.3617
H -1.484002 -1.253122 -4.863184 -0.127 -0.128 0.223 0.3884
H -1.183330 0.075285 -2.790010 -0.118 -0.275 0.011 0.3635
H -3.528954 -2.831086 -0.598671 0.135 0.064 -0.279 0.3647
H -3.785080 -4.175091 -2.668326 0.122 0.245 -0.060 0.3828
H -0.607634 2.291628 -0.151471 -0.379 0.071 0.004 0.0242
H -1.427734 4.632676 -0.375280 -0.218 -0.190 -0.065 0.4041
H -3.855727 5.085565 -0.728860 0.113 -0.308 0.033 0.3575
H -5.468881 3.183655 -0.853513 0.284 0.005 0.026 0.3729
H -4.673514 0.851121 -0.588647 0.216 0.216 0.060 0.4114
H -3.925067 0.706052 2.015260 0.009 -0.298 0.091 0.3347
H -4.980167 -0.331316 4.009061 0.181 -0.179 -0.104 0.3752
H -4.421377 -2.679408 4.649285 0.128 0.143 -0.259 0.3646
H -2.830791 -3.997869 3.247959 -0.111 0.254 -0.043 0.3757
H -1.828934 -2.995927 1.216458 -0.120 0.221 0.227 0.4164
```
Positions in Å, forces in eV/Å.

As for the spin multiplicity: 1. As for the HOMO-LUMO gap (spin up / spin down): 0.1645 / 0.1647 hartree. Its total charge is 0. The calculation puts the calculated total energy at -47689.4915 eV.